58
Properties=species:S:1:pos:R:3 method="wB97M-V/def2-TZVPD" lumo_ev=-6.8 e_homo_ev=-9.47 orbital_gap_ha=0.0966 total_charge=+1 max_force_ev_per_a=5.24
Cu 18.31936 3.78714 -9.03108
Cu 23.24253 1.61512 -8.12841
C 23.99325 8.26520 -6.05801
C 23.32036 7.83629 -7.34765
O 22.69822 6.57289 -7.25839
H 23.43978 8.09577 -5.13439
H 24.38025 9.27597 -6.18715
H 24.94699 7.73942 -6.01287
H 24.03604 7.92664 -8.16480
H 22.69036 8.72577 -7.34139
C 31.64680 8.55530 -9.44906
O 32.58047 9.12421 -10.34415
C 33.26830 8.40564 -11.15552
O 33.15962 7.22124 -11.38259
O 34.14709 9.18255 -11.71786
C 35.04966 8.71884 -12.74069
H 32.12677 7.82233 -8.80061
H 30.77809 8.22469 -10.01840
H 31.31830 9.30528 -8.72954
H 35.22362 9.64724 -13.28464
H 34.67441 7.89822 -13.35214
H 35.94977 8.32210 -12.27113
C 26.92488 6.22491 -0.71186
O 27.77166 7.31423 -0.31239
C 27.41355 8.25434 0.56258
O 26.31290 8.25669 1.19644
O 28.44187 9.09333 0.60366
C 28.44499 10.28065 1.37707
H 27.41257 5.57765 -1.44076
H 26.04304 6.48959 -1.29530
H 26.61484 5.64957 0.16047
H 29.26223 10.82547 0.90441
H 28.68299 10.00756 2.40512
H 27.52077 10.85666 1.42285
C 21.19861 13.59804 -1.25420
O 19.97579 13.89265 -2.05304
C 18.85746 14.35289 -1.60203
O 18.56719 14.62825 -0.43693
O 18.05507 14.35081 -2.56779
C 16.76601 14.91227 -2.50838
H 20.87158 12.90968 -0.47489
H 21.53731 14.51162 -0.76557
H 21.97437 13.26554 -1.94393
H 16.16854 14.68013 -3.38999
H 16.82841 15.97735 -2.28518
H 16.22860 14.41757 -1.69934
C 20.74835 15.54587 -9.22942
O 19.72708 15.13692 -10.02666
C 18.93304 16.05488 -10.66733
O 18.88329 17.25425 -10.36396
O 18.15462 15.49390 -11.49771
C 17.02641 16.09299 -12.21607
H 21.40475 16.14145 -9.86387
H 21.36436 14.78367 -8.75228
H 20.35295 16.22827 -8.47705
H 16.10681 16.17237 -11.63630
H 16.82905 15.44625 -13.07098
H 17.32201 17.10007 -12.51021